No. 1
This record from OMol25 describes a molecular structure, C49H48BrF4N4O2PS6Ta at a distorted geometry. The level of theory is the ωB97M-V functional and the def2-TZVPD basis.

Last column: Mulliken charge in e.
Geometry (Å):
Ta -0.173 -0.399 0.296  -0.765
C 2.666 -1.308 -3.976  -2.041
C 1.240 -1.190 -3.452  2.910
C 0.376 -0.374 -4.420  -1.063
C 0.563 -2.514 -3.169  0.455
C 0.882 -3.639 -3.922  -0.622
C 0.151 -4.807 -3.812  -1.722
C -0.949 -4.848 -2.978  -0.782
C -1.317 -3.754 -2.198  1.047
C -2.632 -3.875 -1.434  1.425
C -3.829 -3.663 -2.370  -1.480
C -2.811 -5.247 -0.763  -1.829
C -0.501 -2.603 -2.261  -0.592
N -0.887 -1.438 -1.460  1.655
C -2.095 -1.007 -1.802  -1.396
C -2.879 -0.336 -0.887  0.494
C -4.245 -0.055 -0.941  -1.719
C -4.608 0.268 0.344  -1.270
C -3.461 0.198 1.169  -0.448
N -2.385 -0.169 0.410  1.514
C -3.627 0.517 2.658  2.568
C -2.465 0.251 3.615  -1.735
C -4.798 -0.343 3.179  -1.818
C -4.037 1.998 2.781  -1.588
H 3.060 -0.316 -4.203  0.257
H 2.716 -1.882 -4.902  0.658
H 3.325 -1.781 -3.247  0.263
H 1.279 -0.652 -2.510  -1.534
H 0.337 -0.857 -5.400  0.391
H 0.786 0.629 -4.554  0.318
H -0.652 -0.276 -4.060  0.048
H 1.701 -3.596 -4.625  0.351
H 0.416 -5.672 -4.406  0.408
H -1.547 -5.750 -2.940  0.347
H -2.666 -3.114 -0.655  -0.258
H -3.848 -4.445 -3.132  0.438
H -3.817 -2.704 -2.893  0.242
H -4.761 -3.725 -1.803  0.403
H -3.083 -6.008 -1.497  0.476
H -3.627 -5.200 -0.038  0.423
H -1.919 -5.596 -0.250  0.372
H -2.496 -1.256 -2.780  0.979
H -4.875 -0.147 -1.813  0.747
H -5.597 0.522 0.686  0.549
H -2.407 -0.799 3.885  0.360
H -2.647 0.817 4.533  0.670
H -1.496 0.560 3.234  0.033
H -4.601 -1.405 3.020  0.379
H -5.745 -0.092 2.703  0.372
H -4.912 -0.174 4.252  0.483
H -3.215 2.671 2.536  0.136
H -4.341 2.199 3.811  0.547
H -4.878 2.239 2.130  0.328
O 1.576 3.207 -4.067  -0.697
C 2.570 2.501 -3.508  0.439
C 3.820 2.579 -4.121  -0.748
C 4.895 1.886 -3.604  -0.818
C 4.751 1.093 -2.467  -0.671
C 3.517 1.000 -1.863  0.259
C 2.409 1.692 -2.363  0.441
C 1.116 1.577 -1.693  0.259
O 1.063 0.758 -0.624  0.577
N 0.084 2.232 -2.081  -0.653
N -1.034 2.111 -1.273  -0.080
C -2.006 2.830 -1.716  0.117
S -2.022 3.579 -3.292  -0.055
C -3.564 4.492 -3.029  -0.608
C -4.433 3.690 -2.076  -0.683
S -3.377 3.172 -0.705  0.060
H 0.776 3.111 -3.511  0.475
H 3.917 3.202 -5.000  0.474
H 5.859 1.959 -4.093  0.435
H 5.594 0.548 -2.063  0.536
H 3.392 0.376 -0.988  -0.005
H -4.043 4.615 -3.999  0.427
H -3.335 5.474 -2.617  0.315
H -4.855 2.811 -2.562  0.257
H -5.240 4.295 -1.665  0.477
F 0.205 4.789 6.001  -0.291
C 0.562 3.822 5.178  0.368
C 1.677 3.051 5.452  0.375
F 2.386 3.287 6.540  -0.290
C 2.049 2.040 4.580  0.026
F 3.153 1.367 4.875  -0.380
C 1.311 1.743 3.443  -0.534
P 1.756 0.365 2.305  2.033
C 3.267 1.110 1.605  1.287
C 4.531 0.530 1.617  -0.423
C 5.622 1.219 1.102  -0.865
C 5.466 2.487 0.568  -0.784
C 4.207 3.071 0.543  -0.445
C 3.119 2.388 1.058  -0.485
C 2.175 -0.966 3.474  0.956
C 1.451 -1.048 4.667  -0.530
C 1.655 -2.090 5.552  -0.835
C 2.582 -3.082 5.258  -0.775
C 3.284 -3.027 4.067  -1.165
C 3.077 -1.981 3.177  -0.856
C 0.232 2.576 3.165  -0.007
Br -0.603 2.480 1.478  0.121
C -0.155 3.590 4.016  0.381
F -1.193 4.372 3.729  -0.340
H 4.696 -0.445 2.046  0.361
H 6.602 0.758 1.133  0.486
H 6.321 3.020 0.173  0.413
H 4.069 4.056 0.116  0.443
H 2.146 2.864 1.024  -0.070
H 0.704 -0.303 4.912  0.347
H 1.086 -2.129 6.472  0.475
H 2.743 -3.899 5.950  0.413
H 3.995 -3.804 3.816  0.481
H 3.601 -2.001 2.235  0.593
S -0.586 -1.832 2.270  -0.116
S -0.542 -3.478 1.045  0.096
S 1.445 -3.713 0.692  -0.091
S 1.808 -1.821 -0.038  -0.287

Calculated values
total charge: +1
calculated total energy: -8026.41102 Eh
highest occupied orbital energy: -10.34 eV
HOMO-LUMO gap: 6.47 eV
energy above the lowest of the compared OMol25 structures with the same formula, charge and spin: 0.6064 eV
max |F|: 1.1 eV/A
spin multiplicity: 1

---

No. 2
This record from OMol25 describes a molecular structure, C49H48ClCsN3O8P2 at a distorted geometry. The level of theory is the ωB97M-V functional and the def2-TZVPD basis.

Last column: Mulliken charge in e.
Geometry (Å):
Cs -0.577 -0.426 -1.515  1.327
O -1.565 2.356 -3.650  -0.678
Cl -1.818 2.216 -2.237  1.844
O -2.528 3.354 -1.720  -0.695
O -2.611 1.012 -2.008  -0.830
O -0.552 2.047 -1.550  -0.817
C -0.319 -3.856 1.764  -1.260
C -1.489 -3.232 1.059  1.025
N -2.536 -2.822 1.671  -0.436
O -2.453 -3.030 3.075  -0.493
C -1.475 -3.066 -0.415  -0.134
C -2.757 -2.901 -1.182  -0.899
N -0.299 -2.995 -0.957  -0.014
O -0.233 -2.713 -2.231  -0.711
H -0.057 -3.298 2.661  0.331
H 0.531 -3.924 1.089  0.091
H -0.595 -4.862 2.088  0.420
H -3.244 -2.577 3.382  0.374
H -3.613 -3.045 -0.529  0.387
H -2.772 -3.627 -1.999  0.232
H -2.826 -1.912 -1.641  0.078
C 7.362 4.392 -0.511  -1.765
C 7.023 2.955 -0.080  1.924
C 8.320 2.218 0.294  -1.730
C 6.099 3.006 1.130  0.823
C 6.502 3.655 2.297  -0.618
C 5.664 3.756 3.392  -1.742
C 4.377 3.233 3.320  -0.405
C 3.932 2.582 2.183  0.551
P 2.214 1.933 1.969  1.027
C 1.582 2.081 3.689  0.397
C 1.214 3.280 4.302  0.027
C 0.761 3.297 5.611  -0.856
C 0.670 2.112 6.333  -0.515
C 1.027 0.914 5.734  -0.505
C 1.477 0.897 4.418  -1.081
C 1.408 3.384 1.184  0.090
C 2.098 4.255 0.345  -0.576
C 1.434 5.294 -0.295  -0.708
C 0.075 5.480 -0.099  -0.788
C -0.623 4.612 0.730  -0.194
C 0.035 3.565 1.354  0.553
C 4.830 2.447 1.117  -0.820
O 4.354 1.755 0.039  0.218
C 5.094 1.647 -1.110  -0.919
C 4.497 0.896 -2.124  0.410
C 5.169 0.805 -3.332  -0.276
C 6.411 1.407 -3.511  -1.773
C 6.994 2.093 -2.461  -0.556
C 6.345 2.226 -1.234  0.786
P 2.882 0.048 -1.760  1.236
C 2.391 -0.432 -3.472  0.524
C 2.920 -1.515 -4.176  -0.222
C 2.500 -1.788 -5.467  -0.758
C 1.546 -0.982 -6.078  -0.581
C 1.017 0.099 -5.393  -0.695
C 1.439 0.370 -4.097  -0.715
C 3.511 -1.546 -1.088  0.306
C 4.630 -1.595 -0.255  -0.356
C 4.993 -2.780 0.368  -0.727
C 4.240 -3.929 0.172  -0.778
C 3.126 -3.887 -0.653  -0.739
C 2.757 -2.707 -1.284  -0.254
H 7.850 4.935 0.299  0.398
H 6.455 4.931 -0.788  0.355
H 8.036 4.392 -1.369  0.386
H 8.840 2.733 1.103  0.388
H 8.995 2.162 -0.562  0.396
H 8.100 1.201 0.621  0.327
H 7.491 4.095 2.342  0.339
H 5.997 4.258 4.292  0.380
H 3.712 3.335 4.171  0.493
H 1.270 4.208 3.743  0.513
H 0.476 4.237 6.070  0.418
H 0.313 2.124 7.356  0.358
H 0.944 -0.016 6.282  0.407
H 1.723 -0.043 3.938  0.486
H 3.162 4.135 0.186  0.373
H 1.985 5.955 -0.953  0.408
H -0.446 6.282 -0.607  0.347
H -1.690 4.728 0.867  0.294
H -0.532 2.878 1.973  -0.092
H 4.723 0.260 -4.151  0.466
H 6.921 1.325 -4.462  0.386
H 7.973 2.538 -2.594  0.331
H 3.655 -2.157 -3.706  0.466
H 2.911 -2.639 -5.997  0.413
H 1.206 -1.208 -7.081  0.370
H 0.261 0.727 -5.846  0.455
H 1.009 1.215 -3.567  0.665
H 5.228 -0.708 -0.085  0.404
H 5.861 -2.800 1.016  0.431
H 4.516 -4.850 0.670  0.330
H 2.522 -4.773 -0.808  0.434
H 1.883 -2.696 -1.936  0.567
C -3.795 4.343 3.662  -1.667
C -3.277 3.082 3.024  1.301
C -2.477 2.189 3.724  -0.542
C -2.017 1.047 3.084  -0.759
N -2.301 0.747 1.820  -0.239
C -3.083 1.595 1.151  -0.253
C -3.584 2.763 1.707  -0.889
H -3.268 4.560 4.591  0.371
H -4.858 4.250 3.893  0.341
H -3.680 5.196 2.992  0.341
H -2.188 2.388 4.749  0.387
H -1.362 0.355 3.605  0.623
H -3.289 1.350 0.117  0.627
H -4.183 3.429 1.098  0.429
O 1.959 -1.527 1.944  -0.545
H 2.430 -0.940 1.341  0.014
H 1.217 -1.854 1.424  0.407

Calculated values
total charge: -1
calculated total energy: -3824.98367 Eh
highest occupied orbital energy: -4.65 eV
HOMO-LUMO gap: 6.74 eV
energy above the lowest of the compared OMol25 structures with the same formula, charge and spin: 0.2928 eV
max |F|: 2.5 eV/A
spin multiplicity: 1